Density functional theory data (ωB97M-V/def2-TZVPD) for 2 unconnected molecules or ions with the total composition C6H12O2 in a non-equilibrium geometry.

LUMO energy (spin up / spin down): 3.8209 / 3.7873 eV
Frontier orbital gap (spin up / spin down): 3.15 / 7.29 eV
Energy relative to the best compared isomer or geometry (same formula, charge and spin): 32.44 kcal/mol
Expectation value of S²: 0.753
Highest occupied orbital energy (spin up / spin down): 0.67 / -3.50 eV

Structure (ORCA input):
```
! RIJCOSX wB97M-V def2-TZVPD def2/J DEFGRID3
* xyz -1 2
O -0.62 1.54 -1.98
C -0.38 0.43 -2.38
C -0.95 -0.82 -1.66
C -0.88 -0.92 -0.18
C 0.40 -0.49 0.48
C 0.80 -1.23 1.54
C 1.89 -0.88 2.48
H 0.29 0.24 -3.25
H -2.03 -0.83 -1.87
H -0.66 -1.68 -2.31
H -1.66 -0.34 0.31
H -1.10 -1.94 0.13
H 1.12 0.24 0.19
H 0.13 -1.97 1.96
H 1.54 -0.08 3.13
H 2.67 -0.35 1.94
H 2.35 -1.57 3.19
H 0.09 2.25 0.37
H -1.16 1.70 1.11
O -0.22 1.89 1.22
*
```

=====

Density functional theory data (ωB97M-V/def2-TZVPD) for a molecular structure, C11H21AlBBeBr3F3N4O11PS in a non-equilibrium geometry.

LUMO energy: -3.5907 eV
Frontier orbital gap: 1.56 eV
Highest occupied orbital energy: -5.15 eV

Structure (ORCA input):
```
! RIJCOSX wB97M-V def2-TZVPD def2/J DEFGRID3
* xyz 0 1
C -0.86 0.85 1.28
C -0.03 1.90 0.60
O 0.23 2.93 1.17
O 0.39 1.69 -0.68
C 1.65 1.08 -0.74
C 2.47 1.08 0.51
N 2.72 0.08 1.34
B 2.26 -1.36 1.29
O 3.28 -2.32 1.38
O 1.01 -1.73 1.13
C 3.57 0.58 2.33
P 4.21 -0.31 3.72
O 5.64 -1.10 3.32
O 4.65 0.77 4.80
S 2.97 -1.53 4.51
C 3.80 1.87 2.04
N 3.13 2.19 0.90
C 3.13 3.47 0.22
C 4.22 3.35 -0.89
O 5.32 3.06 -0.58
Br 3.75 3.64 -2.74
H -1.89 1.24 1.27
H -0.57 0.77 2.33
H -0.91 -0.19 0.68
H 2.24 1.66 -1.46
H 1.58 0.02 -1.16
H 3.75 -2.32 0.54
H 0.95 -2.57 0.67
H 5.66 -1.87 3.93
H 3.85 1.25 5.07
H 4.40 2.58 2.58
H 3.33 4.29 0.90
H 2.18 3.62 -0.30
Br -0.94 -0.90 -1.10
C -5.31 -0.28 -0.67
C -3.90 -0.13 -0.10
O -3.70 0.68 0.78
O -3.05 -0.95 -0.68
H -6.05 0.47 -0.13
H -5.30 -0.06 -1.73
H -5.67 -1.28 -0.52
Be 1.54 -1.23 -2.66
Br 1.79 -1.15 -4.96
C -8.05 -1.23 -3.09
O -7.42 -0.53 -2.32
N -8.80 -0.72 -4.12
N -8.05 -2.60 -2.99
H -9.32 -1.29 -4.76
H -8.82 0.27 -4.22
H -7.51 -3.00 -2.25
H -8.56 -3.20 -3.61
Al 6.80 -2.82 2.89
O 7.94 -1.54 0.11
H 8.83 -1.69 -0.23
H 7.73 -0.65 -0.18
F -6.94 0.99 0.85
F -4.36 -2.90 -1.36
F -4.96 -2.93 -2.92
*
```